1.
The following is a quantum chemistry calculation of a cluster of 7 separate species, C9H25Cl4F6N3O5S in total at a distorted geometry, from the OMol25 dataset.

Each line ends with the natural charge from an NBO analysis.
Geometry (Å):
N -11.99561 11.87802 -15.37163  -0.88
H -12.36862 12.49435 -16.09420  0.43
H -11.30866 11.21974 -15.82900  0.49
H -12.84305 11.37914 -15.10118  0.43
H -11.64526 12.40714 -14.57190  0.46
N -12.00351 12.68860 -20.41878  -0.88
H -12.55982 12.85055 -19.56946  0.42
H -11.50139 11.84405 -20.08239  0.50
H -11.52005 13.58924 -20.44010  0.46
H -12.64628 12.51276 -21.18994  0.46
N -14.75853 7.93989 -16.96049  -0.88
H -15.55778 7.63079 -17.51676  0.46
H -14.39942 7.24898 -16.29943  0.46
H -15.07364 8.75257 -16.43239  0.43
H -13.97953 8.25386 -17.57933  0.49
C -9.72522 8.07087 -18.31229  0.76
F -9.90040 7.55695 -19.49573  -0.28
F -9.83429 7.13764 -17.39190  -0.30
F -8.55224 8.67873 -18.23245  -0.29
S -11.02375 9.36193 -17.93038  2.32
O -11.08021 10.30229 -19.05290  -1.02
O -12.27681 8.61435 -17.86169  -1.06
O -10.62644 9.95893 -16.63741  -1.01
C -12.82837 5.15657 -17.91205  -0.62
C -11.83616 4.05028 -17.59948  -0.08
O -12.39631 3.06944 -16.74155  -0.49
C -12.57920 1.84387 -17.22945  0.69
O -12.26602 1.52337 -18.33523  -0.53
C -13.25408 0.85192 -16.27771  0.90
F -12.39205 -0.10308 -15.91992  -0.29
F -13.71894 1.47442 -15.19596  -0.30
F -14.24708 0.24868 -16.94536  -0.30
H -13.03617 5.68562 -16.96897  0.16
H -13.84513 4.80256 -18.09451  0.22
H -12.39179 5.80361 -18.66785  0.23
H -10.93731 4.49663 -17.17395  0.19
H -11.50740 3.60336 -18.53803  0.22
Cl -7.02959 11.95567 -20.69407  -0.05
C -7.22773 10.19364 -20.88599  -0.40
C -8.07959 9.86387 -22.10364  -0.36
Cl -9.72594 10.53250 -21.83849  -0.12
H -7.73214 9.72833 -20.04465  0.21
H -6.24358 9.74300 -20.99753  0.24
H -8.18813 8.78164 -22.17664  0.23
H -7.64122 10.16867 -23.05085  0.24
Cl -7.31403 6.40139 -13.17956  -0.03
C -8.89999 7.01304 -13.71155  -0.40
C -9.57564 6.06070 -14.69954  -0.40
Cl -9.95240 4.53961 -13.89643  -0.02
H -8.77256 8.03746 -14.05063  0.22
H -9.52510 6.97656 -12.82047  0.22
H -9.01091 5.79767 -15.59187  0.22
H -10.48150 6.50956 -15.11250  0.19

Results
Charge: +2
HOMO level in eV: -14.22
E_tot in eV: -101661.4460
Lowest unoccupied orbital energy in eV: -7.0

---

2.
The following is a quantum chemistry calculation of a structure of composition C9H25ClIO2P2Sn at a distorted geometry, from the OMol25 dataset.

Each line ends with the natural charge from an NBO analysis.
Geometry (Å):
C 0.85308 -3.27468 -5.54008  -0.74
C 1.33325 -3.10848 -4.11609  0.60
H 1.45403 -4.06855 -6.01064  0.31
H 0.98318 -2.33993 -6.09986  0.29
H -0.20573 -3.56245 -5.55557  0.29
O 2.21120 -3.72270 -3.56538  -0.37
I 0.33862 -1.54261 -2.79385  0.03
Sn 0.19373 -0.11106 0.21363  1.17
P -1.65163 -1.57127 1.46514  1.20
C -1.31876 -2.33889 3.07765  -0.96
C -3.20390 -0.65684 1.73505  -0.96
H -4.01101 -1.38286 1.90799  0.31
H -2.89073 -3.46514 0.66567  0.31
H -3.44410 -0.04595 0.85602  0.29
H -2.26672 -2.47927 -0.70349  0.28
H -1.26035 -1.55652 3.85121  0.29
H -3.12336 0.00533 2.60885  0.28
C -2.03040 -2.89813 0.28502  -0.98
H -2.12980 -3.04139 3.32342  0.31
H -1.16574 -3.56932 0.18571  0.28
H -0.36477 -2.88416 3.03801  0.28
P 1.83077 1.99684 -0.09269  1.14
C 3.23425 2.32276 1.01626  -0.96
C 2.53093 1.80575 -1.76337  -0.97
H 0.01953 3.50454 -0.70116  0.29
H 1.59420 4.35298 -0.54646  0.31
H 0.66683 3.89506 0.91309  0.27
C 0.93845 3.58695 -0.10737  -0.96
H 1.73326 1.64499 -2.50224  0.28
H 3.09837 2.71052 -2.02384  0.31
H 3.84967 3.13560 0.60156  0.31
H 3.84115 1.41132 1.11443  0.28
H 3.20635 0.93887 -1.79039  0.28
H 2.85797 2.62007 2.00788  0.28
Cl -1.58772 1.20264 -0.82689  -0.46
C -1.29863 2.30227 2.52735  -0.28
O -0.51788 1.08561 2.61361  -0.78
H -1.70876 2.34693 1.51095  0.20
H -0.66179 3.19196 2.68056  0.20
H -2.12094 2.33743 3.26589  0.23
H 0.19388 1.22176 3.27444  0.52

Results
Charge: +3
HOMO level in eV: -18.80
E_tot in eV: -58837.7835
Lowest unoccupied orbital energy in eV: -13.4
Energy above the lowest of the compared OMol25 structures with the same formula, charge and spin in kJ/mol: 0.00

---

3.
The following is a quantum chemistry calculation of a structure of composition C9H25IN2Pb at a distorted geometry, from the OMol25 dataset.

Each line ends with the Löwdin charge.
Geometry (Å):
C 2.51170 -0.76010 0.21935  -0.18
C 0.14879 -0.81602 -2.53532  -0.18
H 3.16135 0.11679 0.12326  0.01
H 2.80890 -1.54520 -0.49746  0.04
H 2.54855 -1.15035 1.24771  0.02
H -0.76416 -0.41414 -2.99637  0.01
H 1.03700 -0.43101 -3.05389  0.02
H 0.13676 -1.91940 -2.57169  0.03
Pb 0.33929 -0.30966 -0.30757  1.06
C -0.62318 -2.20415 0.62327  -0.10
H -1.42566 -2.54987 -0.03869  0.03
H -0.98871 -2.10700 1.65584  0.01
H 0.23483 -2.89353 0.58379  0.04
I 1.08211 2.57717 -0.90117  0.61
C -3.24047 -0.25725 -0.35595  -0.06
N -2.36468 0.86460 -0.00931  -0.24
C -2.51445 1.91749 -1.02583  -0.09
C -2.57119 1.32619 1.37150  -0.15
C -1.33349 1.96088 2.01558  -0.17
N -0.24121 1.01471 2.26077  -0.24
C 1.01372 1.70150 2.58576  -0.09
C -0.53312 0.01087 3.29541  -0.05
H -2.89121 -0.68821 -1.30478  0.10
H -4.28007 0.10324 -0.49111  0.13
H -3.21329 -1.03877 0.41130  0.09
H -3.58897 2.15621 -1.16972  0.13
H -1.93683 2.81129 -0.77274  0.05
H -2.11681 1.52855 -1.97314  0.09
H -3.37297 2.09105 1.38103  0.16
H -2.91653 0.49479 2.00016  0.12
H -0.96990 2.76794 1.36267  0.09
H -1.65731 2.41547 2.97329  0.17
H 0.93900 2.19311 3.57519  0.13
H 1.83138 0.97113 2.60927  0.10
H 1.26500 2.45117 1.81843  0.00
H -1.49893 -0.48424 3.13005  0.09
H 0.25301 -0.75687 3.26432  0.11
H -0.52573 0.47758 4.29951  0.13

Results
Charge: +2
HOMO level (alpha / beta) in eV: -16.04 / -16.08
E_tot in eV: -26045.2063
Lowest unoccupied orbital energy (alpha / beta) in eV: -11.5 / -11.5

---

4.
The following is a quantum chemistry calculation of a structure of composition C9H25Mn2NO13S3 at a distorted geometry, from the OMol25 dataset.

Each line ends with the natural charge from an NBO analysis.
Geometry (Å):
Mn -18.88564 -4.11871 -9.42894  1.73
Mn -21.76443 -3.12822 -8.89819  1.71
N -20.00086 -1.36935 -10.71942  0.74
O -19.17370 -2.31760 -10.68033  -0.63
O -21.09802 -1.47147 -10.06583  -0.65
O -19.78585 -0.39331 -11.36703  -0.28
O -20.81485 -4.54707 -9.96730  -1.32
H -21.25531 -5.17539 -10.54383  0.54
O -23.21369 1.57260 -12.73006  -0.97
S -23.12700 1.18058 -14.11197  2.36
O -23.83182 0.01530 -14.56262  -0.93
O -23.53870 2.41676 -15.05336  -0.70
C -24.51903 3.34678 -14.56140  -0.07
C -25.83796 2.69642 -14.16595  -0.65
C -21.39033 0.96977 -14.53341  -0.88
H -24.70021 3.97786 -15.43089  0.21
H -24.13456 3.99165 -13.77141  0.19
H -26.63789 3.42818 -14.07321  0.23
H -25.71352 2.09294 -13.26899  0.21
H -26.15801 2.04289 -14.98111  0.23
H -21.31457 0.00347 -15.02714  0.25
H -20.75867 0.91179 -13.65043  0.25
H -21.07835 1.79115 -15.17249  0.27
O -14.61368 -3.18564 -9.00862  -0.85
S -15.88457 -2.53144 -8.99468  2.40
O -17.08563 -3.32177 -9.11202  -1.09
O -16.08776 -1.77809 -7.57860  -0.70
C -14.93199 -1.07055 -7.07838  -0.10
C -15.16820 -0.68596 -5.59883  -0.62
C -15.78396 -1.16482 -10.13410  -0.89
H -14.73177 -0.17383 -7.65857  0.19
H -14.07784 -1.74012 -7.01109  0.22
H -14.16935 -0.45662 -5.23354  0.24
H -15.58910 -1.50857 -5.02422  0.23
H -15.83221 0.16732 -5.47758  0.22
H -14.81546 -0.68503 -10.02218  0.29
H -16.57256 -0.42944 -9.98548  0.27
H -15.84470 -1.56718 -11.14671  0.28
O -23.36744 -1.06109 -5.56958  -0.84
S -23.19847 -0.65014 -6.92945  2.36
O -22.97404 -1.64219 -7.99532  -1.10
O -24.51379 0.19291 -7.27569  -0.68
C -25.18584 0.10187 -8.57111  -0.08
C -24.47221 0.89173 -9.66273  -0.65
C -21.95676 0.65896 -7.09628  -0.87
H -26.10187 0.60812 -8.26518  0.23
H -25.39765 -0.89425 -8.95657  0.20
H -24.09675 1.84951 -9.31008  0.23
H -25.23885 1.08345 -10.41387  0.25
H -23.68675 0.27074 -10.09190  0.21
H -22.40565 1.55559 -6.68750  0.29
H -21.63921 0.66779 -8.14083  0.26
H -21.01600 0.41415 -6.59595  0.26

Results
Charge: +2
HOMO level (alpha / beta) in eV: -14.47 / -14.47
E_tot in eV: -132972.6047
Lowest unoccupied orbital energy (alpha / beta) in eV: -8.1 / -9.6
2S+1: 11
<S²>: 30.007

---

5.
The following is a quantum chemistry calculation of a cluster of 2 separate species, C9H25N3O2 in total at a distorted geometry, from the OMol25 dataset.

Each line ends with the natural charge from an NBO analysis.
Geometry (Å):
C -1.79796 1.90671 1.05358  -0.66
C -0.97876 0.13314 2.57026  -0.68
C 0.71823 -1.87966 0.99784  -0.65
C -2.73074 -3.11799 -0.03559  -0.45
C 2.82528 2.31625 0.21301  -0.25
C -1.16598 0.56446 1.16818  -0.02
C -0.52229 -1.71497 0.15132  -0.10
C -0.91391 -0.22429 0.12291  0.10
C 1.71217 1.65640 -1.90155  0.61
N -1.02571 0.20243 -1.23943  -0.84
N 3.02379 1.40398 -2.91760  -0.79
N -1.67893 -2.50045 0.82946  -0.52
O 1.48593 0.44625 -1.52818  -0.76
O 2.11427 2.52674 -1.02088  -0.52
H -1.00442 2.79576 0.87074  0.25
H -2.58591 1.93932 0.21293  0.23
H -2.44553 2.07134 1.90804  0.25
H 0.05285 0.44059 2.98068  0.26
H -1.69926 0.67618 3.16220  0.25
H -1.02718 -0.91756 2.93727  0.21
H 1.14516 -2.98223 0.78689  0.24
H 1.50077 -1.03444 0.90038  0.27
H 0.44399 -1.75433 2.07512  0.23
H -3.60931 -3.18551 0.72838  0.27
H -3.03864 -2.30623 -0.73872  0.22
H -2.38010 -3.92110 -0.76698  0.27
H 2.90719 3.29628 0.72314  0.24
H 3.69849 1.77201 -0.01984  0.20
H 2.10748 1.86362 0.85766  0.19
H 1.06994 2.06107 -2.72801  0.17
H -0.20860 -2.07411 -0.81853  0.24
H -1.50747 1.05688 -1.42254  0.42
H -1.46176 -0.55582 -1.88775  0.40
H 3.60150 0.54745 -2.54022  0.44
H 3.56491 2.21890 -3.20135  0.44
H 2.75111 1.04929 -3.77657  0.41
H -2.11540 -1.75600 1.40153  0.46
H -1.29000 -3.27428 1.39168  0.45
H 0.46482 0.25393 -1.49947  0.50

Results
Charge: +2
HOMO level in eV: -15.47
E_tot in eV: -18285.6258
Lowest unoccupied orbital energy in eV: -5.5

---

- Among the records above, which one has the lowest E_tot?
  C9H25Mn2NO13S3

---

- Number 1 is which compound?
  C9H25Cl4F6N3O5S

---

- Which of these has the lowest E_tot?
  C9H25Mn2NO13S3